{"formula": "C4H4O2Sn", "method": "ωB97M-V with the def2-TZVPD basis set", "symbols": ["H", "O", "C", "C", "C", "C", "O", "Sn", "H", "H", "H"], "positions_angstrom": [[-0.593, -0.540, 1.767], [-1.296, -1.842, 1.941], [-1.259, -1.842, 0.660], [-0.667, -0.590, 0.313], [0.234, -0.170, -0.577], [0.766, 1.178, -0.439], [1.616, 1.633, -1.203], [2.358, 3.285, -1.616], [-2.183, -2.100, 0.116], [0.744, -0.851, -1.265], [0.278, 1.838, 0.301]], "mulliken_charge": [0.4081, -0.3840, 0.0432, -0.4597, -0.1223, 0.3404, -0.4007, 0.6305, 0.2700, 0.3190, 0.3555], "total_charge": 1, "homo_energy_ha": [-0.4143, -0.4998], "e_tot_ha": -519.0948, "multiplicity": 2}